*i*
Computed, not measured: 2 unconnected molecules or ions with the total composition C3H2Cl2O, with the ωB97M-V functional and the def2-TZVPD basis.

Element x y z (Å)
O  -1.53  -2.74  -1.93
C  -1.13  -3.49  -1.14
Cl  -2.21  -4.34  -0.03
Cl  0.47  -4.05  -1.01
C  1.07  -0.52  -0.58
C  0.03  -0.56  0.04
H  2.05  -0.24  -0.93
H  -0.91  -0.78  0.46

Values from the calculation:
HOMO level in eV: -10.765
Structure (SMILES): O=C(Cl)Cl.C#C
Total charge: 0
LUMO energy in Ha: 0.01536
HOMO-LUMO gap in hartree: 0.4110



*ii*
Computed, not measured: 2 unconnected molecules or ions with the total composition C3H2Cl2O, with the ωB97M-V functional and the def2-TZVPD basis.

Element x y z (Å)
C  0.14  -0.74  0.28
C  -0.36  -0.74  -0.98
C  0.61  0.60  -0.05
O  -0.05  0.61  -1.31
Cl  1.82  1.75  0.22
Cl  -1.49  1.50  2.40
H  0.30  -1.55  1.00
H  -0.97  -1.43  -1.56

Values from the calculation:
HOMO level (alpha / beta) in eV: -10.369 / -8.311
Total charge: 0
LUMO energy (alpha / beta) in Ha: -0.05228 / -0.12356
HOMO-LUMO gap (alpha / beta) in hartree: 0.3288 / 0.1819



Which structure loses on stability? *ii* does.



*i*
Computed, not measured: C4H7NO in the gas phase, with the ωB97M-V functional and the def2-TZVPD basis.

Element x y z (Å)
O  -2.90  0.47  0.60
C  -1.94  -0.26  0.57
C  -0.56  0.30  0.78
N  0.46  -0.55  0.19
C  0.77  -0.34  -1.21
C  1.71  0.10  -0.16
H  -2.04  -1.34  0.40
H  -0.38  0.36  1.86
H  -0.72  1.34  0.45
H  0.21  0.44  -1.73
H  0.97  -1.23  -1.80
H  2.62  -0.47  0.04
H  1.79  1.17  0.02

Values from the calculation:
HOMO level in eV: -9.728
Structure (SMILES): O=CCN1CC1
Total charge: 0
LUMO energy in Ha: 0.04084
HOMO-LUMO gap in hartree: 0.3983



*ii*
Computed, not measured: 2 unconnected molecules or ions with the total composition C4H7NO, with the ωB97M-V functional and the def2-TZVPD basis.

Element x y z (Å)
C  -3.02  -0.32  -0.57
C  0.36  0.33  0.16
C  0.10  -1.16  -0.41
C  1.83  0.85  0.05
N  -2.96  0.13  0.51
O  -0.47  1.04  0.64
H  -0.34  -1.78  0.35
H  0.99  -1.76  -0.90
H  -0.62  -1.02  -1.18
H  2.52  0.08  -0.11
H  2.11  1.31  1.02
H  1.91  1.63  -0.75
H  -2.42  0.66  1.17

Values from the calculation:
HOMO level in eV: -9.964
Total charge: 0
LUMO energy in Ha: 0.03366
HOMO-LUMO gap in hartree: 0.3998



*iii*
Computed, not measured: C4H7NO in the gas phase, with the ωB97M-V functional and the def2-TZVPD basis.

Element x y z (Å)
C  -1.63  -0.16  -0.12
N  -0.28  0.06  -0.49
C  0.53  1.15  0.20
C  1.62  0.14  0.48
O  2.66  0.10  1.07
C  0.79  -0.91  -0.28
H  -2.07  -0.90  -0.79
H  -1.72  -0.47  0.93
H  -2.20  0.78  -0.25
H  0.49  1.41  -0.87
H  0.12  1.84  0.96
H  0.45  -1.72  0.37
H  1.25  -1.30  -1.20

Values from the calculation:
HOMO level in eV: -8.647
Structure (SMILES): CN1CC(=O)C1
Total charge: 0
LUMO energy in Ha: 0.03340
HOMO-LUMO gap in hartree: 0.3512



*iv*
Computed, not measured: C4H7NO in the gas phase, with the ωB97M-V functional and the def2-TZVPD basis.

Element x y z (Å)
C  -1.02  -0.50  1.12
C  -0.30  -0.57  -0.23
C  1.18  -0.25  -0.12
C  1.30  1.04  -0.38
O  0.14  1.62  -0.83
N  -0.78  0.53  -1.09
H  -0.99  0.54  1.49
H  -0.54  -1.14  1.87
H  -2.07  -0.79  1.03
H  -0.50  -1.52  -0.72
H  1.97  -0.93  0.17
H  2.14  1.71  -0.26
H  -0.52  0.27  -2.05

Values from the calculation:
HOMO level in eV: -8.823
Structure (SMILES): C[C@@H]1C=CON1
Total charge: 0
LUMO energy in Ha: 0.03888
HOMO-LUMO gap in hartree: 0.3631



Which structure loses on stability? *iii* does.



*i*
Computed, not measured: C4H7NO in the gas phase, with the ωB97M-V functional and the def2-TZVPD basis.

Element x y z (Å)
C  1.94  -0.13  0.31
C  0.52  0.32  0.55
O  0.23  1.36  1.11
C  -0.50  -0.49  -0.19
C  -1.91  -0.10  -0.03
N  -1.22  0.20  -1.27
H  2.04  0.08  -0.76
H  2.09  -1.20  0.44
H  2.66  0.45  0.88
H  -0.22  -1.52  -0.44
H  -2.08  0.71  0.67
H  -2.67  -0.87  -0.10
H  -0.95  1.18  -1.29

Values from the calculation:
HOMO level in eV: -9.710
Structure (SMILES): CC(=O)[C@H]1CN1
Total charge: 0
LUMO energy in Ha: 0.03674
HOMO-LUMO gap in hartree: 0.3936



*ii*
Computed, not measured: a molecular structure, C4H7NO, with the ωB97M-V functional and the def2-TZVPD basis.

Element x y z (Å)
N  2.04  -0.24  -0.33
C  1.10  0.60  0.12
O  1.29  1.79  0.06
C  -0.08  0.04  0.79
C  -1.24  -0.66  -0.38
C  -1.37  0.60  0.43
H  2.03  -1.18  0.00
H  2.94  0.15  -0.55
H  -0.25  -1.21  0.46
H  -0.98  -0.53  -1.42
H  -1.98  -1.44  -0.18
H  -2.16  0.58  1.17
H  -1.33  1.50  -0.16

Values from the calculation:
HOMO level in eV: -8.685
Total charge: 0
LUMO energy in Ha: 0.03067
HOMO-LUMO gap in hartree: 0.3498



*iii*
Computed, not measured: C4H7NO in the gas phase, with the ωB97M-V functional and the def2-TZVPD basis.

Element x y z (Å)
C  -0.74  1.27  0.69
C  -0.47  0.33  -0.46
C  0.93  0.09  -0.82
N  1.29  -0.93  0.20
C  0.34  -1.79  0.34
O  -0.86  -1.63  -0.10
H  -1.43  0.82  1.41
H  0.17  1.60  1.22
H  -1.24  2.16  0.29
H  -1.28  0.14  -1.13
H  1.05  -0.30  -1.85
H  1.62  0.94  -0.68
H  0.61  -2.69  0.90

Values from the calculation:
HOMO level in eV: -9.078
Total charge: 0
LUMO energy in Ha: 0.00490
HOMO-LUMO gap in hartree: 0.3385



Which structure loses on stability? *ii* does.



*i*
Computed, not measured: C4H7NO in the gas phase, with the ωB97M-V functional and the def2-TZVPD basis.

Element x y z (Å)
C  1.06  1.21  -0.05
C  0.75  -0.27  0.37
N  0.27  -1.30  -0.57
C  -0.64  -0.75  0.37
C  -1.75  0.00  -0.32
O  -2.81  0.37  0.16
H  2.06  1.04  -0.88
H  0.20  1.76  -0.75
H  1.32  1.87  0.90
H  1.39  -0.71  1.21
H  0.72  -2.15  -0.28
H  -1.03  -1.42  1.19
H  -1.53  0.34  -1.35

Values from the calculation:
HOMO level in eV: -9.792
Structure (SMILES): C[C@@H]1N[C@@H]1C=O
Total charge: 0
LUMO energy in Ha: 0.02926
HOMO-LUMO gap in hartree: 0.3891



*ii*
Computed, not measured: 2 unconnected molecules or ions with the total composition C4H7NO, with the ωB97M-V functional and the def2-TZVPD basis.

Element x y z (Å)
C  1.30  0.58  -1.02
C  0.50  -0.33  -1.62
N  -0.46  -1.06  -1.65
H  2.19  0.18  -0.54
H  1.38  1.58  -1.42
H  -0.93  -0.75  -0.59
C  -0.12  0.87  0.70
C  -0.93  -0.24  0.83
O  -0.40  -1.29  1.59
H  0.77  0.96  1.30
H  -0.58  1.79  0.35
H  -2.01  -0.12  0.85
H  -0.74  -2.12  1.24

Values from the calculation:
HOMO level in eV: -8.792
Structure (SMILES): C=C=N.C=CO
Total charge: 0
LUMO energy in Ha: 0.03461
HOMO-LUMO gap in hartree: 0.3577



Which structure loses on stability? *ii* does.



*i*
Computed, not measured: C4H7NO in the gas phase, with the ωB97M-V functional and the def2-TZVPD basis.

Element x y z (Å)
C  0.35  -1.38  1.11
C  0.30  -0.07  0.36
N  0.36  -0.09  -1.11
C  -0.42  1.15  -1.21
C  -0.96  0.78  0.17
O  -1.98  0.97  0.78
H  1.33  -1.84  0.97
H  -0.41  -2.08  0.77
H  0.21  -1.20  2.19
H  1.06  0.62  0.79
H  1.29  -0.06  -1.52
H  -1.09  1.25  -2.06
H  0.19  2.07  -1.11

Values from the calculation:
HOMO level in eV: -9.635
Structure (SMILES): C[C@H]1NCC1=O
Total charge: 0
LUMO energy in Ha: 0.02722
HOMO-LUMO gap in hartree: 0.3813



*ii*
Computed, not measured: C4H7NO in the gas phase, with the ωB97M-V functional and the def2-TZVPD basis.

Element x y z (Å)
C  -1.74  -0.34  -0.17
N  -1.34  0.93  0.44
C  -0.52  0.36  -0.62
C  0.72  -0.40  -0.27
C  1.93  0.21  0.29
O  1.01  -0.49  1.12
H  -1.58  -1.25  0.41
H  -2.63  -0.34  -0.79
H  -0.86  0.72  1.32
H  -0.50  0.89  -1.57
H  0.68  -1.35  -0.79
H  2.92  -0.23  0.20
H  1.93  1.30  0.44

Values from the calculation:
HOMO level in eV: -9.597
Structure (SMILES): C1N[C@H]1[C@H]1CO1
Total charge: 0
LUMO energy in Ha: 0.04210
HOMO-LUMO gap in hartree: 0.3948



Which structure loses on stability? *ii* does.



*i*
Computed, not measured: C4H7NO in the gas phase, with the ωB97M-V functional and the def2-TZVPD basis.

Element x y z (Å)
O  -1.43  -1.40  0.79
C  -1.30  -0.15  0.17
C  -0.31  0.80  0.85
C  1.05  0.60  0.12
C  0.63  -0.18  -1.10
N  -0.65  -0.46  -1.03
H  -0.62  1.85  0.72
H  -0.27  0.60  1.92
H  1.45  1.56  -0.19
H  1.85  0.09  0.68
H  1.23  -0.39  -1.98
H  -0.54  -1.82  0.71
H  -1.11  -1.10  -1.66

Values from the calculation:
HOMO level (alpha / beta) in eV: -6.939 / -6.578
Total charge: 0
LUMO energy (alpha / beta) in Ha: 0.02704 / 0.01811
HOMO-LUMO gap (alpha / beta) in hartree: 0.2821 / 0.2598



*ii*
Computed, not measured: 2 unconnected molecules or ions with the total composition C4H7NO, with the ωB97M-V functional and the def2-TZVPD basis.

Element x y z (Å)
C  -2.17  -0.42  1.05
C  -1.65  0.61  0.42
N  -1.21  1.61  -0.13
H  -1.76  -0.74  2.00
H  -3.00  -0.96  0.61
H  -0.44  1.39  -0.77
C  0.99  -0.75  -1.22
C  1.72  0.02  -0.42
O  1.60  -0.02  0.94
H  0.26  -1.44  -0.80
H  1.12  -0.70  -2.29
H  2.46  0.72  -0.81
H  2.16  0.65  1.34

Values from the calculation:
HOMO level in eV: -8.904
Structure (SMILES): C=C=N.C=CO
Total charge: 0
LUMO energy in Ha: 0.02632
HOMO-LUMO gap in hartree: 0.3535



*iii*
Computed, not measured: C4H7NO in the gas phase, with the ωB97M-V functional and the def2-TZVPD basis.

Element x y z (Å)
O  -0.41  1.96  -0.36
C  0.00  0.54  -1.23
C  0.03  0.09  0.11
C  1.23  -0.33  0.77
N  0.47  -1.43  0.11
C  -0.84  -0.94  0.60
H  -1.38  1.97  -0.21
H  -0.78  0.11  -1.88
H  0.96  0.66  -1.74
H  1.23  -0.33  1.85
H  2.18  -0.07  0.30
H  -1.70  -1.21  -0.01
H  -1.00  -1.00  1.67

Values from the calculation:
HOMO level in eV: -8.613
Structure (SMILES): OCC12CN1C2
Total charge: 0
LUMO energy in Ha: 0.02924
HOMO-LUMO gap in hartree: 0.3458



*iv*
Computed, not measured: C4H7NO in the gas phase, with the ωB97M-V functional and the def2-TZVPD basis.

Element x y z (Å)
C  1.45  -0.43  0.91
C  0.32  -0.11  0.01
N  0.43  -0.59  -1.23
C  -0.72  0.72  0.38
C  -1.93  0.77  -0.30
O  -2.18  0.42  -1.47
H  1.77  -1.51  1.00
H  2.33  0.16  0.60
H  1.23  -0.04  1.88
H  1.09  -1.34  -1.49
H  -0.38  -0.48  -1.87
H  -0.66  1.19  1.37
H  -2.77  1.25  0.20

Values from the calculation:
HOMO level in eV: -8.595
Structure (SMILES): C/C(N)=C/C=O
Total charge: 0
LUMO energy in Ha: 0.03126
HOMO-LUMO gap in hartree: 0.3471



Which structure loses on stability? *iii* does.